(1)
105
Properties=species:S:1:pos:R:3:forces:R:3 method="wB97M-V/def2-TZVPD" energy_ha=-2222.04410 charge=0 smiles="CC(=O)OCCCCC[C@@H]1CCOC1=O.CNC(C)=O.CNC(C)=O.CNC(C)=O.CNC(C)=O.CNC(C)=O.CNC(C)=O" lumo_energy_ev=0.60
C 1.999779 -2.047744 -2.122107 0.3407 0.2460 0.0651
C 2.687568 -0.813664 -2.620911 0.8129 0.7786 -2.0455
O 3.039986 -0.613237 -3.795435 -0.8578 -0.3754 2.6323
O 2.873224 0.085780 -1.621181 -0.2249 -0.5385 -0.4869
C 3.075020 1.443726 -2.018787 0.0454 0.4133 -0.0800
C 1.749566 2.115328 -2.307812 0.0572 -0.2704 0.3221
C 0.853400 2.180684 -1.075195 0.2960 0.4579 -0.0755
C -0.391715 3.024030 -1.321239 -0.0666 -0.4467 -0.2690
C -1.484632 2.301747 -2.140811 0.2765 0.2357 0.1868
C -1.577538 0.798434 -1.961204 -1.1329 0.4903 0.1402
C -2.721474 0.129461 -2.727585 -0.0081 -1.0223 0.1442
C -2.776038 -1.187208 -1.966752 0.6019 0.0619 -0.2976
O -2.668113 -0.791927 -0.585030 0.4545 1.1552 0.3795
C -2.039665 0.428068 -0.556536 -0.2321 1.6876 3.9736
O -2.020174 1.135409 0.511992 0.0900 -3.0925 -4.3186
H 2.648582 -2.902434 -2.275074 -0.0010 -0.2038 -0.0987
H 1.083865 -2.187120 -2.682927 -0.1328 -0.0980 -0.1569
H 1.763383 -1.955096 -1.071818 -0.0695 -0.0609 0.1561
H 3.741009 1.501995 -2.872960 0.0803 -0.2070 -0.2322
H 3.563284 1.934587 -1.181457 0.0541 -0.0655 0.2395
H 1.966729 3.131660 -2.628406 -0.0508 0.0625 -0.2279
H 1.259563 1.571090 -3.114711 -0.1006 0.0683 -0.2546
H 0.607217 1.188062 -0.720965 -0.0994 -0.2362 0.1326
H 1.434802 2.645556 -0.277608 0.0474 0.0663 0.1472
H -0.075972 3.900117 -1.882669 -0.0420 0.2692 -0.0006
H -0.801902 3.367851 -0.381145 -0.1058 -0.0549 0.2332
H -1.351935 2.528108 -3.193836 0.0423 -0.1686 -0.2733
H -2.455188 2.704183 -1.860361 -0.1548 0.1654 -0.0075
H -0.690848 0.258862 -2.275929 0.4601 -0.0278 0.3095
H -3.660888 0.655798 -2.590211 -0.1611 0.1972 -0.1498
H -2.503335 -0.092002 -3.763079 0.0188 0.4547 -0.2577
H -3.633197 -1.824338 -2.136170 -0.3536 0.1724 0.3255
H -1.872047 -1.753385 -2.194092 0.0389 -0.2604 -0.0922
C 0.155102 -1.121401 -8.472594 -0.0312 -0.1032 0.2137
N -0.280275 -0.901883 -7.106320 -0.0213 0.0063 -0.1531
C -0.609857 0.268220 -6.506492 0.0712 -0.0004 0.0186
C -0.524242 1.527213 -7.335938 -0.0118 0.0057 0.0308
O -0.959104 0.292162 -5.336465 0.0248 0.0253 0.0177
H -0.532336 -1.790172 -8.992630 -0.0089 0.0264 -0.0418
H 1.150011 -1.568243 -8.491042 0.0238 0.0316 -0.0264
H 0.191637 -0.181341 -9.010677 0.0021 0.0383 -0.0282
H -0.353697 -1.700860 -6.498039 0.0359 -0.0403 0.0421
H -0.816490 2.363157 -6.710231 -0.0147 0.0121 0.0549
H 0.493398 1.688888 -7.691942 -0.0038 -0.0025 -0.0506
H -1.194176 1.474253 -8.194522 0.0356 0.0076 -0.0437
C 2.188263 -4.110863 3.086234 -0.2153 -0.2650 -0.3786
N 1.601317 -4.288670 1.761669 0.0809 0.0649 0.1546
C 0.573481 -3.602082 1.210145 -0.0732 0.0904 -0.0372
C -0.075414 -2.533617 2.062524 -0.0137 -0.0013 -0.0463
O 0.189703 -3.832429 0.070952 0.0443 -0.0177 0.0339
H 3.244794 -3.871823 3.025678 0.0718 0.0591 0.0061
H 2.073569 -5.021781 3.673219 0.0262 0.0469 0.1052
H 1.686488 -3.302913 3.599616 0.0388 0.0535 0.1071
H 1.981327 -5.000728 1.160419 0.0474 -0.0299 -0.0425
H -0.872794 -2.075067 1.489407 -0.0725 0.0274 -0.0926
H -0.494555 -2.968143 2.971517 0.0411 0.0197 0.0198
H 0.647499 -1.765655 2.341775 -0.0128 -0.0044 0.0492
C 6.028891 4.216218 -4.839176 -0.1060 -0.0947 0.1861
N 4.854821 4.314222 -3.992600 0.1255 0.0197 -0.0782
C 3.777944 5.128860 -4.133898 -0.0269 -0.0132 -0.0258
C 3.771982 6.075033 -5.311836 -0.0260 -0.0014 0.0211
O 2.855744 5.086456 -3.336683 0.0095 0.1130 0.0046
H 6.124085 3.209250 -5.247941 0.0061 0.0102 -0.0455
H 6.932553 4.443861 -4.271856 0.0218 0.0331 -0.0323
H 5.956671 4.915939 -5.663723 0.0034 0.0289 -0.0378
H 4.801231 3.710523 -3.188581 -0.0037 -0.0465 0.0426
H 2.851195 6.646446 -5.279408 -0.0476 0.0051 0.0326
H 4.617940 6.761143 -5.264457 0.0277 -0.0110 -0.0511
H 3.816764 5.525778 -6.252613 0.0471 0.0206 -0.0229
C 2.154745 -2.090535 8.502134 0.0415 -0.0336 -0.0250
N 2.467895 -2.624459 7.192527 -0.0625 -0.0233 0.0857
C 3.648966 -3.036401 6.684072 -0.0518 0.1185 -0.0758
C 4.864367 -2.953488 7.577871 -0.0114 -0.0505 -0.0318
O 3.718348 -3.443035 5.531228 0.1337 -0.0707 0.0470
H 1.399415 -2.706413 8.986559 -0.0184 -0.0103 0.0636
H 1.744188 -1.090726 8.399437 -0.0225 0.1090 0.0835
H 3.033743 -2.050275 9.138736 0.0915 -0.0567 -0.0813
H 1.697044 -2.693745 6.547710 -0.1077 0.0346 -0.0025
H 5.721519 -3.311105 7.018025 0.0124 -0.0203 -0.0459
H 5.046789 -1.925180 7.890250 -0.0156 -0.0011 0.0565
H 4.735743 -3.571817 8.466407 0.0015 0.0428 0.0490
C -8.245925 -0.790356 1.919620 -0.0541 -0.0312 -0.2099
N -7.699591 -0.895159 0.581895 0.0018 0.0126 0.1206
C -6.394815 -0.819688 0.196267 -0.0265 0.0144 0.0879
C -5.358716 -0.600474 1.272775 0.0029 -0.0020 -0.1146
O -6.095768 -0.926865 -0.980865 0.0515 -0.0085 -0.1022
H -8.780694 -1.702156 2.193007 0.0263 -0.0006 0.0461
H -8.941288 0.048248 1.990348 0.0196 0.0187 0.0410
H -7.447541 -0.633355 2.635861 0.0220 0.0031 0.0354
H -8.337614 -1.041718 -0.182431 -0.0347 -0.0079 -0.0504
H -4.386605 -0.565634 0.791188 -0.0342 0.0075 0.0837
H -5.535731 0.341202 1.795247 0.0043 -0.0366 0.0440
H -5.375102 -1.418027 1.996058 -0.0098 0.0450 0.0377
C -3.007333 1.186815 6.896568 0.0773 -0.0780 0.1723
N -2.077545 0.222531 7.455654 -0.0769 0.0657 -0.0581
C -1.321500 -0.690473 6.798800 0.0131 0.0011 -0.1323
C -1.439300 -0.738123 5.293605 0.0415 -0.0127 0.0638
O -0.574333 -1.438980 7.412824 0.0388 -0.0493 -0.0241
H -2.704296 2.203758 7.148527 0.0003 0.0194 -0.0431
H -4.013001 1.020714 7.285662 -0.0194 -0.0004 -0.0427
H -3.037137 1.096622 5.816746 -0.0061 0.0080 -0.0371
H -1.956168 0.203853 8.454781 0.0041 0.0008 0.0606
H -0.776903 -1.512819 4.923384 0.0311 -0.0283 0.0267
H -2.459516 -0.973626 4.991402 -0.0212 0.0498 -0.0579
H -1.151402 0.213624 4.846283 -0.0612 0.0034 -0.0393

---

(2)
116
Properties=species:S:1:pos:R:3:forces:R:3 method="wB97M-V/def2-TZVPD" energy_ha=-2887.85843 charge=-2 lumo_energy_ev=3.28
Li -2.310760 0.218005 -7.214273 1.0659 -0.3774 0.3820
Li -0.026530 2.869671 -6.052904 0.2893 -0.8604 -0.0290
C -3.513779 1.118777 -4.785001 2.1060 1.0759 -0.8119
C -3.901559 0.647338 -3.545023 -1.6520 -1.3989 -0.6415
C -2.925772 0.630428 -2.390908 0.7281 0.8829 1.8096
O -3.273791 0.348921 -1.232445 -0.9932 -0.3136 -0.9418
C -1.623132 1.110498 -2.605078 1.0057 0.6137 -1.9824
C -1.184666 1.637351 -3.836998 -1.0744 -0.7503 0.6008
C -2.191503 1.581571 -5.040746 -0.9618 -0.5086 1.3579
O -1.818094 1.894949 -6.193886 0.2360 0.3796 -0.0847
O -0.046424 2.129227 -4.036303 0.1047 0.3897 -0.5971
O -5.041298 0.121553 -3.393374 0.0627 0.1946 0.5820
H -4.123057 1.113294 -5.682473 -0.5552 -0.1905 0.3408
H -0.895851 1.106571 -1.806596 -0.2250 0.0860 0.2491
C 1.240703 -1.901201 -7.079906 -0.7898 1.9476 -0.3455
C 2.644642 -2.006555 -6.986849 -0.7676 -3.0643 0.6372
C 3.490119 -0.772039 -7.030055 2.6739 0.8640 -0.4195
O 4.740340 -0.866592 -7.057142 -0.8728 -0.5104 0.1936
C 2.892492 0.495091 -7.105285 -2.2857 -0.0222 0.1281
C 1.483472 0.643603 -7.195434 1.2986 -0.7728 -0.4448
C 0.609607 -0.669097 -7.248305 0.3613 -0.2104 0.2081
O -0.642063 -0.580576 -7.432786 -0.4459 0.5374 -0.0793
O 0.924878 1.755761 -7.336263 -0.6396 0.6710 0.2401
O 3.120742 -3.155515 -6.836609 0.6174 1.1936 -0.1734
H 0.585496 -2.760527 -7.082789 0.2752 -0.3137 0.0092
H 3.528593 1.366927 -7.123670 0.0515 0.0627 -0.0441
C -2.237424 6.108584 -3.174233 0.1310 0.5936 -0.8238
O -3.022711 5.614040 -2.145776 0.0380 0.3701 0.9688
C -3.410375 4.253991 -2.273568 0.0971 0.5592 -0.7549
C -4.162108 3.815460 -1.024074 0.4550 0.4960 -0.4939
O -5.141407 4.786172 -0.711399 -0.1119 0.1293 -0.2870
C -5.888847 4.446785 0.417991 -0.3807 -0.6761 0.4904
H -2.833803 6.276859 -4.085091 0.1239 -0.5562 -0.1499
H -1.332503 5.523590 -3.386446 -0.2299 -0.3518 -0.0566
H -1.871572 7.119607 -2.964183 -0.1521 -0.1033 0.6439
H -2.501888 3.676888 -2.477205 -0.1782 -0.4297 0.3889
H -4.030677 4.158396 -3.176919 -0.2215 -0.0748 0.1315
H -3.443925 3.753682 -0.199433 -0.0189 -0.2636 0.1145
H -4.645605 2.857831 -1.228014 0.1959 -0.1997 0.2430
H -6.890939 4.869467 0.339800 0.0782 0.2297 -0.0871
H -5.437863 4.778005 1.362711 0.1858 0.2346 -0.1066
H -6.025005 3.362827 0.520181 0.0288 -0.0160 -0.2152
C -3.405408 7.162272 -6.882323 0.2385 0.0458 0.5700
O -4.143744 6.163687 -7.521625 -0.1673 -0.1818 -0.3683
C -4.168024 4.968337 -6.736344 -0.0516 0.6878 -0.5280
C -4.746196 3.819723 -7.508662 0.0979 -0.4714 -0.2104
O -6.117077 4.003565 -7.753906 -0.5637 0.5158 0.0184
C -6.704372 2.871251 -8.326302 0.2107 -0.7667 0.0828
H -2.363133 6.838862 -6.737673 0.0247 0.1270 -0.1132
H -3.792229 7.390774 -5.877257 -0.1220 -0.0708 -0.0776
H -3.440558 8.087919 -7.454723 -0.0001 -0.1460 -0.2300
H -4.801791 5.177982 -5.868249 0.2317 -0.2850 0.2657
H -3.131126 4.735788 -6.468238 -0.1218 -0.2305 0.3309
H -4.587433 2.916044 -6.903649 -0.0017 0.0250 0.0243
H -4.245788 3.649400 -8.475420 0.2255 0.2191 0.1585
H -7.774833 2.994887 -8.478374 0.0131 0.4088 0.1648
H -6.562350 2.006238 -7.663114 -0.0522 -0.0616 -0.0831
H -6.267564 2.612165 -9.301182 0.1264 0.1266 0.0061
C 2.794716 3.885850 -5.510634 0.6408 -1.2316 -0.1773
O 1.428349 4.164878 -5.307573 -0.3092 0.9147 -0.0400
C 1.059504 5.453785 -5.783302 0.7596 0.1127 -0.0424
C 0.514964 5.400525 -7.205151 -0.2503 0.0961 0.2687
O -0.518661 4.435896 -7.228788 0.1574 0.0192 0.2393
C -1.001946 4.121800 -8.510372 -1.3568 0.0899 -0.2639
H 2.999634 3.617842 -6.552628 -0.0371 0.3639 -0.0751
H 3.053980 2.977956 -4.961954 -0.3222 0.0462 0.1415
H 3.472674 4.662917 -5.148107 -0.2949 0.2977 -0.0510
H 1.948497 6.095014 -5.767964 0.0000 0.0695 -0.1848
H 0.387203 5.931765 -5.068760 -0.4339 -0.3880 -0.1037
H 1.298598 5.141031 -7.923959 0.0377 -0.1474 0.0449
H 0.103846 6.380655 -7.482168 0.0905 0.0729 -0.0223
H -1.622004 4.933462 -8.921409 0.5528 0.4244 -0.0380
H -1.764786 3.350724 -8.393421 0.5178 -0.4405 0.1782
H -0.232729 3.808726 -9.213284 0.1739 -0.0631 0.1279
O -5.056523 -2.015096 -0.913335 -0.2106 -0.0577 -0.0819
H -5.748886 -2.482058 -1.389600 0.0916 0.0605 -0.1112
H -4.825335 -1.252600 -1.473335 0.1772 -0.0075 0.2057
O -0.281593 -0.925515 -0.168900 -0.0322 0.0382 0.1515
H -0.186177 -0.482662 -1.021482 0.1615 -0.2272 -0.0129
H 0.621103 -1.012438 0.149910 0.0452 0.0274 -0.1652
O -2.575904 1.307056 1.503729 0.0515 0.2751 0.3234
H -2.541198 1.656363 0.604189 -0.1099 -0.4049 -0.0971
H -2.774945 2.060336 2.068823 0.0047 0.0147 -0.1261
O -6.198702 -0.950933 -5.806131 0.0608 0.1708 -0.0187
H -6.953945 -1.490149 -5.557988 0.0602 -0.0484 -0.0122
H -5.953695 -0.471422 -4.985537 0.2457 -0.0047 0.2030
C -0.943827 -2.349512 -3.819874 -0.1012 0.1441 -0.1257
O -0.097772 -3.349111 -3.258802 -0.0754 -0.2138 -0.2112
H -1.136621 -2.507864 -4.885381 0.0511 -0.0705 0.0453
H -1.900910 -2.365821 -3.293224 0.0961 0.0875 0.0705
H -0.485148 -1.361885 -3.726355 -0.1009 0.0059 0.0973
H 0.351327 -3.786353 -3.987283 0.1477 0.1011 0.0448
C 2.289762 -0.492975 -3.481731 0.4561 -0.3186 0.3181
O 1.658436 0.266953 -2.466139 -0.1567 0.0371 0.5660
H 3.195905 -0.931731 -3.052617 0.0267 0.1926 0.1109
H 1.698075 -1.362515 -3.776488 -0.2130 0.2714 -0.3461
H 2.610722 0.121932 -4.321205 -0.2682 -0.0873 -0.2240
H 1.085451 0.951000 -2.838255 0.1720 -0.1040 -0.4665
C -3.213608 -2.755078 -7.127501 0.2379 0.1991 0.0148
O -3.325577 -1.434731 -6.596648 -0.4692 0.1761 -0.1943
H -3.701736 -3.482452 -6.475850 -0.1613 0.0686 -0.0376
H -3.642859 -2.770624 -8.132316 0.0288 -0.2983 -0.0099
H -2.157724 -3.012692 -7.169230 0.0372 0.1932 -0.1240
H -4.272305 -1.285103 -6.428624 0.0692 -0.0125 0.2643
C -7.762277 0.225890 -1.055456 0.1723 -0.3968 0.6174
O -6.732587 1.182037 -1.089944 0.1189 0.0311 -0.1937
H -8.374358 0.424976 -0.170478 -0.2300 0.3008 -0.2745
H -8.368886 0.213725 -1.967190 -0.0819 0.0754 0.0427
H -7.378111 -0.780828 -0.857479 0.1447 -0.0014 -0.2882
H -6.016256 0.831523 -1.648601 -0.0364 0.0170 0.0138
C 0.672877 3.766762 -0.968142 -0.8934 -0.0890 0.8514
O 1.473542 3.723201 -2.110958 0.0697 0.2282 -0.0500
H -0.219928 4.409220 -1.047802 0.1096 0.0743 -0.3561
H 0.282703 2.789753 -0.654911 0.2023 -0.1206 -0.1731
H 1.210686 4.155678 -0.099908 0.4073 0.0042 -0.2717
H 0.979291 3.247169 -2.798657 0.0266 -0.0565 -0.1312

---

| no. | frontier orbital gap (eV) | HOMO (eV) |
| --- | --- | --- |
| 1 | 9.599 | -8.999 |
| 2 | 5.337 | -2.057 |